Entry 1:
83
Properties=species:S:1:pos:R:3 method="wB97M-V/def2-TZVPD" homo_lumo_gap_ev="8.127 / 5.552" homo_energy_ev="-10.616 / -10.629" s2=8.761 multiplicity=6 charge=+1
Ru -0.25255 0.08884 -0.15399
C -2.72675 -0.35497 2.57044
C -1.83631 0.67621 1.92649
C -0.57003 0.96640 2.48538
C -0.17550 0.25445 3.74680
C 0.27484 1.90068 1.85223
C 1.63258 2.25390 2.39302
C -0.16995 2.56377 0.68771
C 0.74081 3.50409 -0.05470
C -1.50555 2.41473 0.24701
C -2.04070 3.36906 -0.78562
C -2.31696 1.41578 0.81840
C -3.70718 1.16220 0.30222
H -2.57489 -1.34403 2.13019
H -3.77627 -0.10278 2.45084
H -2.52775 -0.44454 3.63379
H -0.87242 0.51020 4.54784
H 0.81948 0.50912 4.08668
H -0.20724 -0.82728 3.61297
H 2.41447 1.65050 1.92793
H 1.68924 2.10989 3.46820
H 1.86441 3.29772 2.19645
H 0.67454 4.51485 0.35722
H 0.47525 3.54638 -1.10766
H 1.77969 3.18840 0.01075
H -1.70262 3.12829 -1.79380
H -1.68356 4.37586 -0.56970
H -3.12583 3.39925 -0.77894
H -4.44155 1.67882 0.92558
H -3.94224 0.10091 0.31369
H -3.82556 1.49788 -0.72151
C 4.52043 -4.04210 -1.86626
C 3.13431 -4.62854 -1.65762
N 2.07989 -3.67480 -2.02840
C 1.63540 -3.73826 -3.42033
C 0.44208 -4.66112 -3.60583
C 1.60750 -2.79304 -1.15536
S 0.29762 -1.79817 -1.68327
N 2.19738 -2.79502 0.05027
C 2.01389 -1.91001 1.00209
O 1.26064 -0.86930 0.99102
C 2.82975 -2.14571 2.22676
C 3.04639 -1.12262 3.14252
C 3.82293 -1.33514 4.26857
C 4.38396 -2.58329 4.49382
C 4.17660 -3.61064 3.58342
C 3.41261 -3.39308 2.45076
H 5.28008 -4.79173 -1.64998
H 4.67341 -3.19337 -1.20210
H 4.66124 -3.70786 -2.89419
H 2.98763 -4.91573 -0.62022
H 2.97930 -5.51206 -2.27822
H 2.49024 -4.09734 -3.99593
H 1.41434 -2.72680 -3.76600
H 0.67518 -5.67345 -3.27697
H 0.16930 -4.70466 -4.65945
H -0.41808 -4.30308 -3.04264
H 2.62100 -0.15237 2.94463
H 3.99697 -0.52874 4.96809
H 4.98836 -2.75442 5.37405
H 4.61667 -4.58290 3.75579
H 3.25402 -4.18519 1.73610
C -0.53248 -1.23073 -5.55136
C 0.56182 -0.24502 -5.25043
C 1.88335 -0.65826 -5.40168
C 2.94001 0.21288 -5.20703
Cl 4.56454 -0.36525 -5.39497
C 2.71375 1.54185 -4.88168
C 1.41073 1.96612 -4.71608
C 0.34678 1.08364 -4.87369
O -0.89925 1.64743 -4.68553
C -1.80436 0.97563 -3.85868
C -1.25684 0.68013 -2.48284
O -0.15385 1.16646 -2.10700
O -1.91782 -0.06318 -1.70943
H -0.10855 -2.10362 -6.04768
H -1.27949 -0.80396 -6.22250
H -1.04097 -1.58537 -4.64922
H 2.08729 -1.67757 -5.70132
H 3.54153 2.22452 -4.75557
H 1.19180 2.99011 -4.44874
H -2.17004 0.03762 -4.28250
H -2.67390 1.62791 -3.73653



Entry 2:
83
Properties=species:S:1:pos:R:3 method="wB97M-V/def2-TZVPD" homo_lumo_gap_ev=9.479 homo_energy_ev=-9.931 multiplicity=1
O 1.67098 -7.67653 -2.19080
C 1.31598 -7.48516 -1.06632
O 1.85805 -6.56517 -0.22780
C 1.11543 -6.52310 0.99118
C -0.27566 -7.07392 0.66189
C 0.13412 -8.12416 -0.35419
H 1.12525 -5.52051 1.41111
H 1.60465 -7.12970 1.76573
H -0.80689 -6.19737 0.28549
H -0.78492 -7.47564 1.53343
H -0.63381 -8.45610 -1.04481
H 0.60195 -8.96348 0.17375
O 0.72718 -0.63731 -5.99154
C -0.24501 -0.20686 -5.42983
O -0.96809 0.78665 -5.98133
C -2.01320 1.20610 -5.09194
C -1.79968 0.45515 -3.76613
C -0.82938 -0.67573 -4.13503
H -3.00502 1.03413 -5.51881
H -1.97927 2.29222 -4.99696
H -2.72941 0.21240 -3.25560
H -1.28889 1.14546 -3.09240
H -1.38748 -1.59319 -4.34034
H -0.11220 -0.88848 -3.34956
O -0.67018 4.98223 3.62752
C -1.42950 4.31955 2.98972
O -2.75263 4.57677 2.91979
C -3.43080 3.57498 2.18818
C -2.36408 2.89643 1.31629
C -1.14495 3.03758 2.21840
H -4.34180 3.91838 1.70561
H -3.77496 2.78276 2.86886
H -2.19839 3.39439 0.35925
H -2.65069 1.88312 1.03236
H -0.15849 2.97677 1.76924
H -1.19088 2.24493 2.97747
O -0.32587 -3.71721 1.77746
C -0.34443 -2.70553 1.13242
O 0.36655 -1.65368 1.54943
C 0.25792 -0.52917 0.64270
C -1.05022 -0.78135 -0.05899
C -1.22180 -2.30064 -0.04251
H 1.13824 -0.48477 0.00406
H 0.23241 0.29891 1.35496
H -1.14076 -0.32383 -1.04438
H -1.91641 -0.41366 0.49716
H -0.93837 -2.79904 -0.97294
H -2.24579 -2.62361 0.13870
O 0.30018 3.20597 -0.74407
S 1.07195 2.58329 -1.78226
O 1.05488 1.16324 -1.94443
O 0.56292 3.24940 -3.18080
C 0.44828 4.65769 -3.28496
C -0.21632 5.00443 -4.61181
C 2.80340 3.13057 -1.70858
H 1.46176 5.07006 -3.35344
H -0.11367 5.09583 -2.46042
H -0.08665 6.05726 -4.86088
H -1.29467 4.82449 -4.60545
H 0.16073 4.41842 -5.45107
H 3.42058 2.34003 -1.29732
H 2.83879 4.03389 -1.10561
H 3.09934 3.37914 -2.72641
O 4.35978 1.28798 1.49947
S 3.05925 1.89301 1.63283
O 2.31083 2.33059 0.48855
O 2.11110 0.90573 2.49640
C 2.69011 -0.30000 3.05111
C 1.71339 -0.76077 4.12578
C 3.19539 3.22585 2.82450
H 3.62453 -0.06990 3.57082
H 2.85015 -0.99960 2.23440
H 1.80035 -0.25400 5.08648
H 1.80034 -1.83080 4.30642
H 0.72420 -0.50786 3.73759
H 4.04182 3.84874 2.53382
H 3.41035 2.78536 3.79497
H 2.31777 3.86559 2.88089
C -2.77011 -2.39265 4.35692
Br -3.95918 -3.44751 3.18691
Br -2.31729 -0.74245 3.37324
Br -1.14826 -3.41561 4.75177
H -3.32476 -2.12943 5.24469



Entry 3:
74
Properties=species:S:1:pos:R:3 method="wB97M-V/def2-TZVPD" homo_lumo_gap_ev="7.065 / 7.094" homo_energy_ev="-9.861 / -10.145" s2=8.761 de_lowest_kcal_mol=0.0 multiplicity=6 charge=+1
Mn -1.56956 -1.24651 -0.08026
Te -0.87125 0.94205 2.78600
C 0.38277 2.63027 3.03702
C 1.60865 2.56428 3.68028
C 2.41089 3.69942 3.70125
N 2.07131 4.85128 3.13179
C 0.87813 4.91465 2.54382
C -0.00172 3.84388 2.47741
C -0.63721 0.56779 0.71768
P -1.64966 1.72040 -0.31108
C -0.63114 2.46965 -1.63229
C -0.60860 3.86271 -1.61831
C 0.19055 4.57303 -2.50460
C 0.97313 3.89429 -3.42468
C 0.95244 2.50468 -3.46134
C 0.15742 1.80185 -2.57300
C -2.72270 0.51402 -1.24117
C -3.73290 -0.10651 -0.46094
C -4.63152 -1.00987 -1.01775
C -4.56721 -1.30043 -2.37578
C -3.60454 -0.67896 -3.16284
C -2.69073 0.21170 -2.60670
P 0.78329 -0.26531 -0.03322
C 1.53862 -1.29197 1.26932
C 1.30001 -2.66454 1.28911
C 1.83923 -3.46586 2.28851
C 2.63777 -2.89782 3.27096
C 2.90876 -1.53549 3.23979
C 2.36633 -0.73916 2.24445
C 2.15027 0.87054 -0.42756
C 3.18038 0.39721 -1.23546
C 4.24377 1.22492 -1.56203
C 4.27843 2.52968 -1.08844
C 3.25343 3.00455 -0.28062
C 2.19208 2.17528 0.04979
H 1.94943 1.64917 4.14716
H 3.38031 3.67290 4.18677
H 0.61191 5.86970 2.10384
H -0.95946 3.95136 1.98520
H -1.21481 4.39756 -0.89582
H 0.20236 5.65446 -2.47239
H 1.60266 4.44584 -4.11064
H 1.57049 1.96913 -4.17014
H 0.18016 0.71755 -2.59259
H -3.84131 0.17567 0.58434
H -5.39813 -1.45490 -0.39653
H -5.27736 -1.98564 -2.81927
H -3.56541 -0.87844 -4.22638
H -1.97105 0.70069 -3.24916
H 0.71678 -3.11634 0.49135
H 1.66904 -4.53578 2.28044
H 3.06965 -3.51877 4.04452
H 3.55197 -1.09596 3.99117
H 2.59458 0.31922 2.21173
H 3.15099 -0.61843 -1.61488
H 5.04340 0.85425 -2.18999
H 5.10671 3.17526 -1.34961
H 3.27792 4.01904 0.09706
H 1.38791 2.54889 0.66955
O -1.83514 -2.31759 1.84109
C -1.92046 -3.73995 1.79229
C -2.07984 -4.20270 0.35759
C -2.39175 -5.52637 0.08466
C -2.48673 -5.93582 -1.23227
C -2.26873 -5.01248 -2.24783
C -1.97045 -3.71445 -1.89815
N -1.88047 -3.31257 -0.62010
H -1.18716 -2.02768 2.50209
H -2.77927 -4.07396 2.37755
H -1.01773 -4.18370 2.21716
H -2.55391 -6.22003 0.89908
H -2.72608 -6.96410 -1.46757
H -2.32840 -5.29302 -3.28912
H -1.79151 -2.95772 -2.65125



no.,electronic energy (eV)
1,-71990.71555
2,-284977.77623
3,-100048.35657